# 1
This record from the Open Molecules 2025 dataset describes one molecule with the formula C2H5NO2. The level of theory is ωB97M-V with the def2-TZVPD basis set.

```
10
Properties=species:S:1:pos:R:3:forces:R:3
C 1.031129 -0.545593 -0.902185 0.9455 -1.1416 -0.9568
O -0.332430 -0.165397 -0.947899 0.0225 0.2154 0.6823
N -0.815870 -0.146113 0.331444 -1.1875 -1.4895 0.2575
C -0.878690 1.018024 1.012127 0.6374 1.8716 1.3354
O -0.454677 2.129864 0.621378 -1.3414 -3.2915 1.2798
H 1.230650 -0.377519 -1.996522 0.8360 -0.4412 1.2052
H 1.148211 -1.655869 -0.599635 -0.2639 1.5541 -0.6444
H 1.706615 0.034130 -0.204714 -1.0661 -0.1425 -0.9088
H -1.366009 -1.019048 0.565030 0.8887 1.7619 -0.0543
H -1.268929 0.727522 2.120975 0.5287 1.1035 -2.1960
```
Forces are in eV/Å.

Results
SMILES = CONC=O
E_HOMO = -10.16 eV
Energy relative to the best compared isomer or geometry (same formula, charge and spin) = 73.3 kcal per mole

In the Mulliken picture, each atom carries the following charge in e:
1. C -0.41
2. O -0.23
3. N -0.12
4. C 0.17
5. O -0.53
6. H 0.21
7. H 0.22
8. H 0.24
9. H 0.24
10. H 0.22



# 2
This record from the Open Molecules 2025 dataset describes a 2-piece molecular cluster, C2H5NO2 overall. The level of theory is ωB97M-V with the def2-TZVPD basis set.

```
10
Properties=species:S:1:pos:R:3:forces:R:3
C -0.783505 -0.420037 0.814296 3.1273 2.4203 -1.2802
C 1.859206 -0.430283 -0.140680 -1.1966 1.4958 -3.7916
N -0.898337 0.724536 0.212089 -2.8199 -0.8709 0.0369
O -1.288467 -1.410885 1.111195 -1.7118 -1.9590 0.7485
O -2.268300 1.134124 -0.371789 0.8416 -0.3588 0.1088
H 2.109850 -0.920576 0.695087 0.5745 -2.5971 2.5784
H 1.608807 -0.881112 -1.167999 0.4766 0.6297 2.0840
H 2.319300 0.545288 -0.092049 -0.2239 0.3949 -0.5437
H -0.142822 1.274358 -0.106544 0.5720 0.4201 -0.3088
H -2.515730 0.384588 -0.953605 0.3603 0.4252 0.3677
```
Forces are in eV/Å.

Results
E_HOMO (spin up / spin down) = -9.02 / -7.90 eV
Energy relative to the best compared isomer or geometry (same formula, charge and spin) = 146.1 kcal per mole

In the Mulliken picture, each atom carries the following charge in e:
1. C 0.36
2. C -1.11
3. N -0.11
4. O -0.34
5. O -0.46
6. H 0.41
7. H 0.30
8. H 0.35
9. H 0.27
10. H 0.33



# 3
This record from the Open Molecules 2025 dataset describes a 2-piece molecular cluster, C2H5NO2 overall. The level of theory is ωB97M-V with the def2-TZVPD basis set.

```
10
Properties=species:S:1:pos:R:3:forces:R:3
C 2.233552 -0.349461 1.511318 0.0437 0.2026 -0.1384
C -0.278603 0.787281 -0.945026 1.5495 -0.8194 0.5804
N -0.520766 -0.597370 -0.528599 -0.9193 -0.6961 1.0180
O 1.850630 -1.209651 2.120770 -0.0484 -0.2035 0.1603
O -1.131118 -0.684229 0.869860 -0.0197 1.2724 -1.7783
H 0.310849 -1.239236 -0.452155 -1.1069 1.5014 0.1121
H 0.325755 1.368878 -0.246304 -0.3352 0.1622 0.3584
H 0.332305 0.769054 -1.831208 0.4248 -0.4814 -0.5249
H -1.136584 1.322190 -1.293107 -1.0067 0.0550 0.3989
H -1.986020 -0.167454 0.794450 1.4180 -0.9932 -0.1864
```
Forces are in eV/Å.

Results
E_HOMO = -8.99 eV
Energy relative to the best compared isomer or geometry (same formula, charge and spin) = 75.5 kcal per mole

In the Mulliken picture, each atom carries the following charge in e:
1. C 0.09
2. C -0.76
3. N -0.35
4. O -0.10
5. O -0.41
6. H 0.27
7. H 0.30
8. H 0.33
9. H 0.33
10. H 0.31



# 4
This record from the Open Molecules 2025 dataset describes a 2-piece molecular cluster, C2H5NO2 overall. The level of theory is ωB97M-V with the def2-TZVPD basis set.

```
10
Properties=species:S:1:pos:R:3:forces:R:3
C -2.114404 0.160347 -0.252281 -0.6021 -1.7659 0.1655
N -0.722489 -0.225008 0.124321 -1.6595 3.0615 -2.9316
O -1.611194 -1.122289 -0.587447 -1.2618 0.2182 0.0497
H -2.711634 0.214021 0.576563 -1.9067 -0.2166 1.8446
H -2.443855 0.866002 -1.042151 0.8871 -0.5228 0.0712
H -0.682902 0.418024 -0.730178 3.8606 -0.5914 0.8814
C 2.505086 -0.092760 0.535592 5.0523 1.5434 -0.9031
O 1.735799 -0.737889 -0.054164 -1.8293 -1.2461 -0.3197
H 2.382466 0.654343 1.384726 -0.4513 -0.8987 -0.5104
H 3.663127 -0.134794 0.045023 -2.0892 0.4184 1.6524
```
Forces are in eV/Å.

Results
SMILES = C1NO1.C=O
E_HOMO = -9.65 eV
Energy relative to the best compared isomer or geometry (same formula, charge and spin) = 151.1 kcal per mole

In the Mulliken picture, each atom carries the following charge in e:
1. C -0.22
2. N -0.23
3. O -0.30
4. H 0.22
5. H 0.27
6. H 0.26
7. C -0.12
8. O -0.30
9. H 0.24
10. H 0.18



# 5
This record from the Open Molecules 2025 dataset describes a 2-piece molecular cluster, C2H5NO2 overall. The level of theory is ωB97M-V with the def2-TZVPD basis set.

```
10
Properties=species:S:1:pos:R:3:forces:R:3
C -1.275320 -0.440530 0.020029 1.9065 -2.1680 1.2184
N -0.611882 0.581642 0.416757 -3.2020 -1.4699 -0.3967
O -1.394182 1.559866 -0.164047 0.3830 3.5509 -0.1733
H -1.046160 -1.486537 0.325850 0.3248 1.0601 -0.0225
H -2.055208 -0.335791 -0.689915 -0.8334 0.1605 -0.4157
H -1.021936 2.445895 0.051413 0.0156 -1.0465 -0.0614
C 1.831496 -0.533260 0.067502 0.5609 -0.9678 -2.5382
O 1.765970 0.656062 0.224244 1.0504 -1.5034 0.2867
H 1.607056 -1.077796 -0.957976 -0.1360 1.3479 1.1427
H 2.200164 -1.369552 0.706139 -0.0699 1.0363 0.9599
```
Forces are in eV/Å.

Results
SMILES = C=NO.C=O
E_HOMO = -9.81 eV
Energy relative to the best compared isomer or geometry (same formula, charge and spin) = 108.4 kcal per mole

In the Mulliken picture, each atom carries the following charge in e:
1. C -0.38
2. N -0.17
3. O -0.43
4. H 0.30
5. H 0.32
6. H 0.33
7. C -0.04
8. O -0.38
9. H 0.20
10. H 0.25



# 6
This record from the Open Molecules 2025 dataset describes one molecule with the formula C2H5NO2. The level of theory is ωB97M-V with the def2-TZVPD basis set.

```
10
Properties=species:S:1:pos:R:3:forces:R:3
C -0.676267 -0.766212 -0.114313 0.9330 0.7738 -0.0257
C 0.584364 -0.165993 -0.714076 -0.7956 1.0999 -0.4407
N 0.951447 0.969427 -0.223240 -0.3418 -0.6429 0.3420
O -0.134718 -1.735197 0.497464 -0.3771 -0.1827 0.3841
O -1.119385 0.553493 0.878317 -0.1141 -0.7916 -0.5365
H -1.135140 0.139431 1.750975 0.0971 0.0098 -0.0633
H -1.580267 -0.847687 -0.732119 -0.0553 -0.0182 0.2306
H 1.126809 -0.683441 -1.498616 0.0833 -0.1859 0.3658
H 1.891441 1.324535 -0.348481 -0.2241 0.0697 0.0465
H 0.091716 1.211644 0.504088 0.7946 -0.1320 -0.3027
```
Forces are in eV/Å.

Results
E_HOMO = -8.95 eV
Energy relative to the best compared isomer or geometry (same formula, charge and spin) = 69.1 kcal per mole

In the Mulliken picture, each atom carries the following charge in e:
1. C 0.21
2. C -0.18
3. N -0.29
4. O -0.65
5. O -0.69
6. H 0.32
7. H 0.29
8. H 0.40
9. H 0.21
10. H 0.39



# 7
This record from the Open Molecules 2025 dataset describes a 2-piece molecular cluster, C2H5NO2 overall. The level of theory is ωB97M-V with the def2-TZVPD basis set.

```
10
Properties=species:S:1:pos:R:3:forces:R:3
C 0.547135 0.634020 -0.991960 1.0591 -1.0251 1.2638
C -0.583507 -0.621577 1.644395 0.8793 0.8845 5.9806
N 1.069867 -0.506092 -1.017309 0.7423 -0.6570 -2.5198
O 1.741106 -0.896120 0.075129 0.6492 0.5478 1.8884
O -0.775323 -0.980047 0.505993 -1.3978 -2.3528 -4.3066
H 0.013006 0.947338 -1.795369 -1.3112 0.4713 -2.6413
H 0.463406 1.265388 -0.168981 0.4743 0.9514 1.7519
H -0.866845 0.417927 1.829255 0.2418 0.2465 0.3396
H 0.206510 -1.109887 2.311801 -0.8670 0.7576 -0.9883
H 2.197740 -1.736330 -0.062911 -0.4699 0.1759 -0.7682
```
Forces are in eV/Å.

Results
E_HOMO (spin up / spin down) = -6.63 / -10.02 eV
Multiplicity = 3
<S²> = 2.01
Energy relative to the best compared isomer or geometry (same formula, charge and spin) = 41.0 kcal per mole

In the Mulliken picture, each atom carries the following charge in e:
1. C -0.37
2. C -0.45
3. N -0.33
4. O -0.31
5. O -0.18
6. H 0.30
7. H 0.37
8. H 0.34
9. H 0.27
10. H 0.35



# 8
This record from the Open Molecules 2025 dataset describes C2H5NO2S as an isolated structure. The level of theory is ωB97M-V with the def2-TZVPD basis set.

```
11
Properties=species:S:1:pos:R:3:forces:R:3
C -0.359061 -1.741774 -1.177117 -0.8581 0.1647 -1.6433
C -1.470445 0.548878 0.969974 -1.3662 -0.9146 -1.4897
N 1.999981 0.907073 -0.265879 0.6745 2.1707 0.1899
O -0.607572 -1.121518 -2.105767 -0.0598 1.5813 -1.2870
O -0.194745 -2.492932 -0.346826 0.8704 -1.7631 2.8815
S 0.841128 0.457397 0.822287 -0.7742 -0.0925 0.4897
H -1.310975 -0.422855 1.420684 -0.3304 -0.1790 0.2535
H -2.040028 0.466369 -0.030505 1.0804 0.4358 1.6900
H -1.779275 1.310387 1.667361 -0.0692 0.2631 0.0079
H 2.487196 1.774786 -0.050558 0.0098 -0.4667 -0.1530
H 2.433801 0.314191 -0.903649 0.8227 -1.1997 -0.9394
```
Forces are in eV/Å.

Results
E_HOMO (spin up / spin down) = -6.42 / -8.21 eV
Multiplicity = 3
<S²> = 2.01
Energy relative to the best compared isomer or geometry (same formula, charge and spin) = 4.9 kcal per mole

In the Mulliken picture, each atom carries the following charge in e:
1. C 0.65
2. C -1.05
3. N -0.40
4. O -0.35
5. O -0.32
6. S 0.13
7. H 0.35
8. H 0.21
9. H 0.36
10. H 0.21
11. H 0.21



# 9
This record from the Open Molecules 2025 dataset describes a 2-piece molecular cluster, C2H5NO2S overall. The level of theory is ωB97M-V with the def2-TZVPD basis set.

```
11
Properties=species:S:1:pos:R:3:forces:R:3
C 5.160273 0.047747 -0.717728 -0.7949 1.2966 -2.8286
C 0.594868 -0.479910 2.262330 -2.1799 2.1368 -0.1072
N 0.466274 1.349546 0.613120 -2.5298 2.3663 1.8861
O 4.839570 0.450614 -1.734861 -0.8358 0.6779 -2.2730
O 5.503115 -0.294574 0.284731 1.6169 -1.9751 5.1047
S 0.306972 -0.326784 0.425688 0.5119 -2.9412 -0.6358
H 0.416654 -1.460458 2.583307 -0.0943 -1.4497 0.2564
H -0.225794 0.195295 2.695253 1.6265 -0.6921 -0.0311
H 1.613433 -0.147514 2.408314 -0.0310 0.2575 0.3360
H 1.106747 1.684036 -0.057317 0.0381 1.0311 -1.4996
H -0.510538 1.850884 0.725296 2.6725 -0.7080 -0.2079
```
Forces are in eV/Å.

Results
E_HOMO (spin up / spin down) = -4.43 / -9.79 eV
Multiplicity = 3
<S²> = 2.00
Energy relative to the best compared isomer or geometry (same formula, charge and spin) = 8.5 kcal per mole

In the Mulliken picture, each atom carries the following charge in e:
1. C 0.62
2. C -0.66
3. N -0.49
4. O -0.34
5. O -0.29
6. S -0.20
7. H 0.25
8. H 0.25
9. H 0.29
10. H 0.28
11. H 0.30



# 10
This record from the Open Molecules 2025 dataset describes C2H5NO3 as an isolated structure. The level of theory is ωB97M-V with the def2-TZVPD basis set.

```
11
Properties=species:S:1:pos:R:3:forces:R:3
C 0.203757 0.374954 0.571266 -0.0758 0.5929 0.1367
C -1.006200 -0.884439 0.612173 1.9282 3.1918 1.3717
N 0.420959 0.224786 -0.854542 0.3121 0.2200 -0.3418
O 1.269360 -0.146553 1.277633 0.2427 -0.1184 0.1068
O -2.200728 -0.400694 0.365100 -0.9085 0.2959 -0.3071
O -0.664064 -1.998253 0.841294 -0.1823 -0.3623 -0.0696
H 0.290353 1.664405 0.969296 -1.4204 -3.9358 -0.9251
H -0.289235 0.682908 -1.409516 0.0267 0.0722 0.0083
H 1.346706 0.507923 -1.155123 -0.0816 0.1924 0.1291
H -2.903606 -1.069125 0.386887 0.2500 -0.2709 -0.0567
H 1.249067 -1.115501 1.192146 -0.0910 0.1220 -0.0523
```
Forces are in eV/Å.

Results
E_HOMO = -9.45 eV
Energy relative to the best compared isomer or geometry (same formula, charge and spin) = 45.5 kcal per mole

In the Mulliken picture, each atom carries the following charge in e:
1. C 0.08
2. C 0.58
3. N -0.55
4. O -0.51
5. O -0.42
6. O -0.53
7. H 0.23
8. H 0.20
9. H 0.21
10. H 0.38
11. H 0.33



What is the formula in the seventh record?
C2H5NO2